Molecular formula: C20H22FN3O3S
Method: DFT, ωB97M-V/def2-TZVPD

The geometry in XYZ format:
```
50
Properties=species:S:1:pos:R:3:nbo_charge:R:1
C 5.18153 3.60719 -0.74565 -0.648
H 4.90246 4.61671 -0.82041 0.213
C 4.81724 2.92966 0.37112 -0.225
N 3.26946 2.72046 0.41833 -0.683
C 2.56992 1.40868 0.22884 0.738
O 3.03316 0.41740 0.37144 -0.557
C 0.93771 1.63408 0.57492 -0.398
H 0.69552 2.41842 -0.54593 0.178
H 0.70026 2.27753 1.25102 0.235
C 0.31990 0.37520 0.33434 -0.156
N -0.03268 0.15476 -0.97477 -0.427
C -1.39697 -0.06201 -1.35877 0.825
O -1.78353 -0.71232 -2.39401 -0.578
N -1.96743 0.36478 -0.06338 -0.450
C -1.13186 0.59322 0.77727 0.706
O -1.47309 0.97515 2.13294 -0.703
C -3.36257 0.16237 0.04722 0.112
C -4.04305 1.30074 0.78690 -0.103
C -5.27847 1.50874 0.74754 -0.334
C -6.16557 0.46811 0.30933 0.464
C -5.59550 -0.61111 -0.61414 -0.254
C -4.28903 -0.56216 -0.45997 -0.199
H -3.70412 -1.33298 -1.11835 0.212
H -6.22899 -1.30492 -0.82047 0.217
F -7.48284 0.63925 0.04626 -0.325
H -5.78921 2.21146 1.35206 0.228
H -3.39242 1.92275 1.18357 0.222
C 1.06397 -0.48532 -1.87819 -0.190
H 1.92500 -0.34501 -1.39211 0.224
H 0.88447 -0.34898 -2.79981 0.210
C 0.97433 -2.07329 -1.85009 -0.487
C 1.19724 -2.72205 -0.55138 -0.128
C 0.38155 -3.00619 0.58167 -0.083
C 0.99429 -3.55349 1.73613 -0.260
C 2.33270 -3.42257 1.66796 -0.306
S 2.91689 -2.62647 0.14994 0.285
H 3.12594 -3.57632 2.24028 0.208
H 0.49164 -3.71401 2.91232 0.242
C -1.15914 -3.01372 0.47379 -0.662
H -1.59016 -2.69922 -0.45534 0.221
H -1.49426 -2.40654 1.30458 0.228
H -1.66268 -3.96729 0.97177 0.231
H -0.11745 -2.54904 -2.11671 0.240
H 1.66585 -2.71325 -2.46259 0.250
H 0.74033 -0.25806 0.85257 0.238
H 2.85854 3.55595 0.47085 0.369
H 5.11031 1.70284 0.41796 0.200
H 5.15188 3.17962 1.34795 0.213
H 6.24309 3.73776 -0.95048 0.230
H 4.65584 3.18351 -1.68832 0.217
```

Calculated values
Multiplicity: 1
Kohn-Sham gap in eV: 8.52
Net charge: 0
M in g/mol: 403.48
E_HOMO in eV: -8.42